Entry 1:
The following is a quantum chemistry calculation of 7 unconnected molecules or ions with the total composition C57H122N5O6 at a distorted geometry, from the Open Molecules 2025 dataset.

Summary:
calculated total energy = -2969.2358 a.u.
molar mass = 973.63 g mol⁻¹
LUMO energy = -5.71 eV
maximum force = 7.13 eV/A
charge = +3

XYZ file:
```
190
C57H122N5O6 | the Open Molecules 2025 dataset | ωB97M-V/def2-TZVPD
O -0.6824 -0.2261 -1.7309
O 1.3544 0.5649 -1.7345
O 3.4405 -3.4527 0.7428
O 1.4634 -3.9100 0.1198
O 2.8726 -5.5666 0.6685
O 0.6795 -0.8880 -0.1657
N -1.7992 0.8126 -5.4662
N 2.2399 2.8159 1.8181
N -0.0488 -4.6511 4.0618
N 4.4402 -1.6592 -2.9670
N -5.0161 3.3991 2.6490
C -3.9084 1.6407 1.0628
C 1.6789 2.8241 -5.4051
C -0.2313 4.2091 -0.9902
C 4.4259 -1.2790 -5.5502
C -0.2448 -3.7501 -3.0271
C 0.9851 1.4867 3.4686
C 4.1439 -1.0710 -1.6009
C 0.9431 2.9811 4.0502
C -0.1452 5.2844 -2.1225
C -2.9529 3.0114 -4.4989
C -6.1577 3.7799 1.6277
C 6.2951 -2.1420 -1.4412
C 3.6161 -2.9940 -3.1618
C 4.5879 -0.0514 -6.5276
C 1.1996 -3.7223 4.0658
C -4.6929 3.1117 7.8135
C 0.4209 -6.1393 3.8839
C 0.4383 -0.1208 -1.2405
C -2.5821 0.6972 -6.7821
C 2.0763 -2.7425 -3.0989
C -2.5106 -1.4985 -5.7336
C -0.2148 -4.7637 6.7163
C -4.5581 5.6027 1.5154
C 2.6246 -4.3500 0.4973
C 2.6729 3.1019 -4.3212
C 0.9553 4.2050 0.0568
C 1.2421 -3.9875 -3.4300
C -0.5363 -3.8004 7.9092
C -0.6788 -7.1797 3.9381
C 0.4670 2.0922 -4.8201
C 3.9319 2.1235 -0.0535
C 0.7310 -9.0872 2.8396
C 0.9629 2.9255 0.8992
C -2.6239 1.5119 -4.3291
C -3.2533 3.6441 -3.0717
C -0.1040 -8.5602 4.0337
C -0.8634 -4.3058 5.4253
C -5.4723 3.5364 6.5706
C 2.2374 1.4508 2.4935
C -5.4384 4.7094 0.5950
C -5.7922 3.5600 4.0652
C -0.9263 -4.2154 2.9005
C -0.5870 -2.6598 2.7772
C -3.0024 0.3812 1.0366
C 5.3972 -1.1451 -0.8266
C -4.3867 2.0075 2.4430
C -3.1950 -0.6624 -6.7548
C 4.1749 -0.6425 -4.1061
C 0.8187 -2.4643 3.2938
C 5.2772 2.4480 -0.7235
C -0.5551 1.6678 -5.9195
C -4.0051 4.6017 2.5089
C -5.0445 2.9823 5.2721
C 3.6010 3.0432 1.1070
C 5.9184 -2.0846 -2.9283
C 1.9375 3.7122 3.0677
C -1.4945 -0.6170 -5.1304
H 1.8552 -1.8536 -3.6897
H -0.0800 6.3270 -1.8113
H -0.0801 3.3272 3.9040
H -3.1117 -1.0406 -7.7737
H -1.3557 -2.0217 3.2132
H 0.6728 5.0686 -2.8099
H 0.9955 5.1139 0.6572
H 4.2895 2.8933 1.9386
H -3.8605 3.0902 -5.0974
H -3.6353 3.3433 7.6873
H -5.2105 1.3591 2.7414
H 1.9645 -4.2804 3.5258
H 2.0841 2.1457 -6.1558
H 1.6708 -3.4644 5.0142
H -0.1578 3.2276 -1.4585
H -1.1548 4.1876 -0.4116
H -5.1917 6.3993 1.9054
H -3.5466 0.9362 -4.2553
H -0.5555 -4.7386 2.0191
H 0.1243 -3.9529 8.7627
H 3.2026 -0.1628 -3.9943
H 0.0912 2.7734 1.5357
H -2.6058 0.3070 0.0240
H -6.6808 2.9306 4.0167
H 3.1637 2.2297 -0.8194
H -4.7067 1.6606 0.3208
H -4.2044 3.2136 -2.7583
H 1.8704 -3.0407 0.1083
H 3.9421 -3.5368 -4.0490
H 3.6650 4.1070 0.8782
H -0.5107 -2.7288 7.7116
H 6.0245 2.2251 0.0381
H -4.7579 2.0378 7.9885
H -0.5850 -0.8274 -5.6931
H -0.3641 -5.8181 6.9486
H -0.2522 -1.0749 -0.3023
H 4.8738 0.1854 -3.9872
H 3.8881 0.7583 -6.3204
H 0.5179 -8.6061 4.9277
H -1.9741 -4.4814 3.0396
H -3.9760 3.1799 5.1867
H -1.0859 5.2361 -2.6709
H 1.5195 -2.5219 2.4609
H -2.1836 0.4891 1.7478
H 3.4410 3.7717 -4.7078
H -3.0742 4.2811 2.0411
H -0.0945 1.0798 -6.7133
H -1.3738 -7.1554 3.0988
H 3.6122 -1.9246 -5.8808
H 0.1122 -9.4170 2.0050
H -5.0824 1.8975 5.3722
H -3.3423 1.4782 -6.7669
H 1.2609 2.9526 5.0925
H 5.3562 1.8022 -1.5980
H -6.0938 5.3336 -0.0125
H 0.9814 2.0363 0.2690
H 5.8609 -0.1681 -0.9629
H 1.1667 -6.2841 4.6655
H -1.1709 -3.2637 5.5124
H -2.5060 3.2035 -2.4117
H -5.0592 3.4358 8.7876
H -0.9919 2.5781 -6.3303
H 6.2152 -3.0283 -3.3859
H 1.7372 -2.5097 -2.0895
H -5.4858 4.6230 6.4852
H 0.6603 1.1630 -4.2841
H 5.3805 3.5142 -0.9256
H -1.9390 1.4557 -3.4830
H -1.3904 -7.0613 4.7553
H -3.2915 2.4831 0.7499
H -0.9820 -9.1846 4.1994
H -3.8807 5.2568 3.3712
H -3.6805 5.9656 0.9805
H -2.0545 -2.3509 -6.2371
H 1.0662 -1.4431 3.5838
H 1.4668 -8.3673 2.4815
H 3.2504 2.2007 -4.1152
H -3.2320 4.7337 -3.0546
H -3.5091 -0.5732 1.1801
H -0.3219 -4.0029 -1.9696
H -2.1868 3.5647 -5.0420
H 1.5375 4.6848 2.7809
H 5.3574 -1.2417 0.2584
H -0.5511 -2.7054 -3.0811
H -6.5117 3.2977 6.7958
H 1.6672 -4.8829 -2.9764
H 5.2821 -1.9535 -5.5398
H 6.2348 -3.1310 -0.9868
H 3.9434 -3.5100 -2.2591
H 1.3326 -4.1617 -4.5022
H 3.9921 1.0556 0.1568
H 1.8342 4.2516 -0.5862
H 0.0606 1.0592 3.0806
H 2.9132 3.8863 3.5213
H 1.3055 -9.9212 3.2427
H -4.8707 4.1605 -0.1563
H -6.0173 4.6131 4.2336
H -0.0047 2.7267 -4.0698
H -4.2783 -0.6619 -6.6341
H -1.5555 -3.8926 8.2843
H 3.3093 -1.5469 -1.0861
H 2.2540 0.6033 1.8084
H 3.1008 1.3398 3.1495
H -3.5733 1.8802 3.1573
H 0.8666 -4.7223 6.5861
H 2.3908 3.5940 -3.3904
H -6.9833 4.2920 2.1220
H -1.8888 -4.6376 5.2621
H 1.3597 3.7065 -5.9597
H -0.9830 -4.2960 -3.6146
H -6.5129 2.7985 1.3135
H -2.0569 0.9293 -7.7085
H 1.1822 0.6868 4.1823
H -1.2243 -0.8765 -4.1068
H 6.5808 -1.3685 -3.4146
H -3.1035 -1.8331 -4.8824
H -0.5083 -2.2554 1.7680
H 4.3712 -0.4418 -7.5219
H 3.8451 -0.0288 -1.7129
H 1.0249 -6.2054 2.9790
H 5.6214 0.2940 -6.5541
H 7.2957 -1.7984 -1.1790
```

Löwdin atomic charge list, values in e, 8 entries:
1 O -0.02
2 O -0.03
3 O -0.04
4 O 0.07
5 O -0.03
6 O 0.08
7 N -0.16
8 N -0.17

Entry 2:
The following is a quantum chemistry calculation of a molecular structure, C57H127F2N8O8S2V at a distorted geometry, from the Open Molecules 2025 dataset.

Summary:
calculated total energy = -5225.0969 a.u.
molar mass = 1205.76 g mol⁻¹
LUMO energy (spin up / spin down) = -17.04 / -16.66 eV
maximum force = 11.35 eV/A
2S+1 = 2
charge = +7

XYZ file:
```
205
C57H127F2N8O8S2V | the Open Molecules 2025 dataset | ωB97M-V/def2-TZVPD
V 0.5597 2.3049 0.6654
S 0.1551 -0.9803 0.4348
S -1.1425 -0.2720 2.2380
F 1.3479 -0.3126 -0.5265
F -1.6291 1.1307 2.9285
O -0.4412 -0.9188 3.3075
O 3.2073 1.6060 3.5401
O -0.7372 3.1167 1.0449
O -0.7000 -1.3633 -0.6371
O 1.3376 2.5002 2.7433
O -2.4260 -0.9065 1.8151
O 2.6166 1.5642 1.3965
O 0.9522 -2.0069 1.1432
N 0.1494 -0.0024 -6.3113
N -0.2720 3.5769 6.5144
N -0.2626 0.4584 1.2199
N -5.0535 5.5866 -1.6510
N 1.7625 -5.8222 -1.5001
N -4.6776 -2.1127 -1.3381
N 2.7628 -2.7347 5.1992
N 4.5246 3.0501 -2.6871
C -0.4396 3.7153 10.4347
C -3.7539 7.1707 -3.0295
C 1.4280 1.7150 6.4148
C 4.3555 -0.8204 -2.1869
C -3.6642 5.8208 -2.2693
C 2.3444 -3.5080 3.9326
C 3.4414 -1.5298 4.5261
C -0.7079 4.6029 5.4011
C 1.7434 1.4139 -7.6522
C 0.4954 -1.0253 -4.0823
C 4.9209 1.6075 -2.8145
C -3.9543 -4.4117 -0.7414
C 0.6388 -5.4583 0.6513
C 1.0004 0.0470 -5.0064
C -0.0750 -2.0852 -5.0826
C -3.7619 0.1583 -1.1786
C 4.2632 -2.1050 3.3903
C -4.8612 5.4466 -0.1262
C 2.4466 1.9701 2.5573
C -5.2519 7.4869 -3.1927
C -0.9881 2.2221 6.3568
C 3.0033 -5.3405 -2.2660
C 3.4766 -3.2911 2.8816
C 1.0314 0.0344 -7.5682
C -3.8717 3.8177 1.6238
C 4.6887 3.6007 -1.2583
C -3.3964 -0.3563 -2.6201
C -4.8797 -0.6890 -0.6926
C 2.7164 1.4915 -8.8580
C -0.2794 -5.1097 -0.4955
C -3.8592 -5.5283 0.3368
C 3.7984 -3.5041 6.0884
C -0.8596 1.2266 -6.3305
C 1.5689 -2.3169 6.0878
C 4.4461 4.5050 -4.7798
C -4.4003 4.0545 0.2345
C -4.4254 -3.1104 -0.1552
C 0.6881 -3.4594 6.7099
C 1.5619 -7.3678 -1.7655
C -5.7929 4.4152 -2.3347
C -0.6532 -1.3401 -6.2510
C 0.4986 -5.0097 -1.7578
C -0.4495 4.3042 7.8896
C -5.9053 6.8946 -1.9443
C 1.3740 -9.2994 -3.4622
C -6.0080 -2.4247 -2.1452
C 3.0871 3.2454 -3.2645
C 3.0967 4.5676 -4.0149
C 5.4022 3.9514 -3.6577
C 3.9564 0.6644 -2.0784
C 0.0887 1.1629 5.9647
C 2.0176 -5.5840 -0.0355
C 1.3683 -7.7499 -3.2382
C 0.0729 3.3628 9.0091
C -0.5617 -2.8266 7.2781
C -3.4643 -1.9100 -2.2749
C 1.2438 3.2482 6.2575
H 2.2456 -9.7660 -3.0030
H -3.0628 4.5248 1.8079
H 4.0561 3.0604 -0.5541
H 2.1148 -4.5527 4.1423
H 2.0311 -0.2541 -5.1939
H 4.4642 -1.4698 2.5277
H 4.1029 -1.0134 5.2217
H -4.1503 1.1748 -1.2416
H 0.7813 -2.6971 -5.3662
H 5.2686 -2.4439 3.6403
H -2.9084 5.8195 -1.4838
H -0.1075 2.2929 8.9053
H -2.8999 0.1534 -0.5115
H 2.8604 2.4251 -3.9455
H -6.8389 -2.8150 -1.5575
H 3.4564 -4.3634 6.6651
H 1.3953 -9.5486 -4.5231
H -5.1518 3.5509 -2.1616
H -1.0671 -5.8247 -0.7331
H 2.2230 1.2659 5.8195
H 6.3686 3.5394 -3.9481
H 0.1092 1.0126 4.8853
H -4.6713 4.0249 2.3350
H -2.9719 -4.2323 -1.1783
H 2.9284 0.7886 -2.4187
H -2.6441 -2.2723 -1.6551
H 1.0838 1.0217 -4.5257
H 5.3467 -1.0765 -1.8126
H 3.8613 -5.9509 -1.9844
H -1.4474 1.9199 7.2980
H -2.3786 -0.1544 -2.9539
H -6.9631 6.6729 -2.0857
H -5.1640 3.2786 0.1808
H 2.7628 -0.7766 4.1258
H 0.7596 -7.7817 -1.1546
H -0.3543 2.1263 -5.9793
H 0.3183 -6.3057 1.2573
H -3.6128 -2.7122 0.4525
H -0.2919 -2.0692 8.0141
H 0.9458 -1.6882 5.4517
H 0.4255 -4.2106 5.9651
H -3.2259 7.0761 -3.9784
H 4.8399 5.4731 -5.0891
H -0.7347 -4.1597 -0.2154
H -4.0809 -0.1249 -3.4363
H -6.2592 -1.5371 -2.7258
H 2.9942 5.3840 -3.3000
H 2.4502 -7.8815 -1.3979
H 4.3785 -2.7366 6.6009
H -5.3616 -3.2205 0.3922
H 2.5398 -4.6395 0.1169
H 0.6927 -4.6394 1.3686
H -6.8274 4.4231 -1.9916
H 3.8351 1.0611 3.0600
H -4.5943 -4.6801 -1.5818
H 5.7441 3.5860 -0.9863
H 1.6027 3.6740 5.3205
H 1.2285 -3.9317 7.5302
H 0.9973 2.2054 -7.7226
H -4.8526 -0.7115 0.3969
H 3.1409 -3.1838 1.8502
H 5.7166 4.7537 -2.9903
H -3.5797 4.9702 -2.9456
H -1.7905 2.2322 5.6192
H 2.7570 -6.3016 0.3203
H 0.5284 -9.8136 -3.0055
H 1.4044 -3.0428 3.6358
H -0.2433 2.8625 11.0845
H 0.3649 -0.2630 -8.3778
H -0.6899 -2.8717 -4.6450
H -3.2980 7.9834 -2.4640
H 2.8054 -5.5689 -3.3133
H -5.7289 4.4747 -3.4212
H 2.3898 4.7698 -4.8195
H 1.5884 1.4120 7.4495
H -3.5985 2.8115 1.9416
H 2.3819 3.2597 -2.4335
H 0.4583 -7.4431 -3.7537
H 2.8703 2.5117 -9.2094
H 0.8301 -4.0081 -2.0316
H -0.6365 -1.9351 -7.1641
H 3.9068 0.8604 -1.0073
H -5.8099 -0.2294 -1.0266
H -3.5031 -2.5477 -3.1581
H -0.0664 4.5683 11.0016
H 1.1624 3.3493 8.9803
H -4.7931 -6.0047 0.6351
H 1.8482 3.7257 7.0287
H 4.4687 -3.9385 5.3467
H -4.2447 6.3088 0.1281
H -1.1067 -2.3189 6.4823
H -5.8426 5.7430 0.2439
H -0.5688 4.1474 4.4206
H -5.6878 7.6062 -1.1478
H -1.6950 1.0150 -5.6631
H -1.5162 4.5053 7.9892
H 0.0595 -5.2439 -2.7275
H 0.1181 5.2348 7.8861
H -5.6462 6.9338 -4.0452
H 3.6702 -1.4405 -1.6090
H 4.3872 4.6479 -1.2324
H 1.8015 -0.6979 -7.3259
H 2.2625 1.5733 -6.7071
H -3.5696 3.7224 -0.3881
H 4.9882 1.3535 -3.8723
H -0.1985 0.1930 6.3708
H -1.4804 3.9822 10.2513
H 3.2372 -4.2798 -2.1744
H -1.3083 -3.5703 7.5566
H 4.1499 -4.1466 2.9355
H 1.9801 -1.6737 6.8657
H 3.7155 1.0721 -8.7399
H -5.8024 -3.1197 -2.9593
H -1.3514 1.3570 -7.2944
H -5.5157 8.5399 -3.2922
H 1.2886 -1.3273 -3.3984
H -0.2831 -0.5552 -3.4814
H 2.2703 -7.4886 -3.7915
H -1.7683 4.8260 5.5189
H -0.2267 5.5757 5.5019
H 5.8563 1.6830 -2.2601
H 4.3311 -1.1466 -3.2267
H 4.2790 3.9575 -5.7073
H -1.6749 -1.1596 -5.9168
H -3.4018 -5.1904 1.2667
H 2.3093 0.9057 -9.6822
H -3.3235 -6.4359 0.0588
```

Löwdin atomic charge list, values in e, 8 entries:
1 V 1.22
2 S 0.63
3 S 0.50
4 F -0.23
5 F -0.18
6 O -0.22
7 O 0.21
8 O -0.19